(1)
ORCA calculation (ωB97M-V/def2-TZVPD) on a structure of composition C5H6N in a non-equilibrium geometry.

For the LUMO energy, the calculation gives -5.7 eV. The value obtained for the HOMO energy is -16.57 eV. Its HOMO-LUMO gap is 10.85 eV. Its max |F| is 1.28 eV/A. The energy relative to the best compared isomer or geometry (same formula, charge and spin) is 120.0 kcal per mole. Its calculated total energy is -248.424495 Eh.

```
! wB97M-V def2-TZVPD RIJCOSX def2/J DEFGRID3
* xyz 1 1
H 1.949 -0.690 0.727
C -0.925 -0.303 -1.244
H -1.372 -0.171 -2.205
H 1.984 0.592 -0.525
H 0.196 1.756 0.676
H 0.191 0.430 1.874
C 1.351 -0.054 0.079
C 0.181 0.675 0.813
C 0.310 -0.749 -0.648
C -1.098 0.084 0.159
N -0.743 -1.537 -0.418
H -2.021 -0.032 0.709
*
```

---

(2)
ORCA calculation (ωB97M-V/def2-TZVPD) on a structure of composition C5H6N in a non-equilibrium geometry.

For the LUMO energy, the calculation gives -4.1 eV. The value obtained for the HOMO energy is -14.06 eV. Its HOMO-LUMO gap is 9.94 eV. Its max |F| is 1.84 eV/A. The energy relative to the best compared isomer or geometry (same formula, charge and spin) is 124.6 kcal per mole. Its calculated total energy is -248.417114 Eh.

```
! wB97M-V def2-TZVPD RIJCOSX def2/J DEFGRID3
* xyz 1 1
C -0.709 1.022 -0.188
H -0.694 -2.092 -0.168
C -0.705 -1.023 -0.189
H 2.229 -0.740 -0.425
C -1.739 -0.002 -0.298
H -2.802 0.003 -0.389
H 1.839 -0.174 1.103
H -0.717 2.091 -0.156
N 1.730 0.000 0.089
C -0.897 -0.002 1.033
H 2.151 0.914 -0.133
C 0.315 0.003 -0.279
*
```

---

(3)
ORCA calculation (ωB97M-V/def2-TZVPD) on the ion C5H6N with charge +1 in a non-equilibrium geometry.

For the LUMO energy, the calculation gives -6.0 eV. The value obtained for the HOMO energy is -15.30 eV. Its HOMO-LUMO gap is 9.32 eV. Its max |F| is 8.37 eV/A. The energy relative to the best compared isomer or geometry (same formula, charge and spin) is 210.8 kcal per mole. Its calculated total energy is -248.279717 Eh.

```
! wB97M-V def2-TZVPD RIJCOSX def2/J DEFGRID3
* xyz 1 1
H -1.643 -1.531 1.705
N 0.282 0.834 0.072
C -2.265 1.517 -0.409
H 0.256 -1.641 1.851
C -0.419 -0.001 0.837
H 0.649 -1.100 -1.131
C -0.546 -1.122 1.434
H 0.879 1.664 0.302
C 1.101 -0.069 -1.303
H 2.160 -0.070 -1.041
H 0.706 0.409 -2.236
C -1.161 1.109 -0.082
*
```

---

(4)
ORCA calculation (ωB97M-V/def2-TZVPD) on a cluster of 2 separate species, C5H6N in total in a non-equilibrium geometry.

For the LUMO energy (alpha / beta), the calculation gives -8.3 / -6.3 eV. The value obtained for the HOMO energy (alpha / beta) is -13.90 / -13.55 eV. Its HOMO-LUMO gap (alpha / beta) is 5.63 / 7.24 eV. Its max |F| is 5.85 eV/A. The energy relative to the best compared isomer or geometry (same formula, charge and spin) is 220.1 kcal per mole. Its calculated total energy is -248.265005 Eh.

```
! wB97M-V def2-TZVPD RIJCOSX def2/J DEFGRID3
* xyz 1 1
H 5.011 -1.142 0.209
N 1.962 0.611 -0.041
H -3.615 1.054 0.003
C -0.813 -0.388 0.004
C -2.043 -0.500 -0.018
C 3.157 0.002 -0.047
C 4.259 -0.442 0.023
C -3.366 -0.055 -0.027
H -3.927 -0.264 0.834
H -4.012 -0.671 -0.874
H 1.751 0.967 -0.934
H 1.636 0.829 0.869
*
```

---

(5)
ORCA calculation (ωB97M-V/def2-TZVPD) on the ion C5H6N with charge +1 in a non-equilibrium geometry.

For the LUMO energy, the calculation gives -6.8 eV. Its SMILES is C1=CCC=[N+]=C1. The value obtained for the HOMO energy is -15.51 eV. Its HOMO-LUMO gap is 8.75 eV. Its max |F| is 3.02 eV/A. The energy relative to the best compared isomer or geometry (same formula, charge and spin) is 58.6 kcal per mole. Its calculated total energy is -248.522328 Eh.

```
! wB97M-V def2-TZVPD RIJCOSX def2/J DEFGRID3
* xyz 1 1
C 1.199 0.182 -0.116
H -1.631 -2.049 0.130
H 0.854 2.375 0.177
N -1.705 0.000 -0.039
C -1.008 1.235 -0.040
H 2.237 0.278 -0.188
C -1.018 -1.106 0.083
H 0.907 -1.934 -0.790
H 0.891 -1.354 0.998
C 0.459 1.332 0.075
H -1.701 2.180 -0.192
C 0.513 -1.139 -0.098
*
```

---

(6)
ORCA calculation (ωB97M-V/def2-TZVPD) on a structure of composition C5H6N in a non-equilibrium geometry.

For the LUMO energy (alpha / beta), the calculation gives -4.6 / -9.2 eV. The value obtained for the HOMO energy (alpha / beta) is -11.74 / -15.45 eV. Its HOMO-LUMO gap (alpha / beta) is 7.12 / 6.27 eV. Its max |F| is 7.22 eV/A. The energy relative to the best compared isomer or geometry (same formula, charge and spin) is 133.1 kcal per mole. Its calculated total energy is -248.247011 Eh.

```
! wB97M-V def2-TZVPD RIJCOSX def2/J DEFGRID3
* xyz 1 3
H -2.996 -0.169 0.888
C 2.627 -0.086 0.030
H -1.070 -1.063 -1.147
C -1.480 -0.397 -0.467
C 0.431 1.467 0.216
N 3.706 -0.493 -0.067
H 4.455 -1.141 0.097
C -0.603 0.793 -0.089
C -2.581 -0.776 0.170
H -3.071 -1.806 -0.047
H -0.860 1.924 -0.042
H 1.443 1.749 0.459
*
```

---

(7)
ORCA calculation (ωB97M-V/def2-TZVPD) on the ion C5H6N with charge +1 in a non-equilibrium geometry.

For the LUMO energy (alpha / beta), the calculation gives -5.5 / -8.4 eV. The value obtained for the HOMO energy (alpha / beta) is -14.41 / -15.28 eV. Its HOMO-LUMO gap (alpha / beta) is 8.94 / 6.87 eV. Its max |F| is 5.09 eV/A. The energy relative to the best compared isomer or geometry (same formula, charge and spin) is 111.6 kcal per mole. Its calculated total energy is -248.281366 Eh.

```
! wB97M-V def2-TZVPD RIJCOSX def2/J DEFGRID3
* xyz 1 3
H 1.187 -1.100 -1.981
H 1.639 -0.310 1.119
H 2.084 0.759 -0.213
C 0.839 -1.009 -0.837
H 0.671 -1.943 -0.314
C 1.411 -0.017 0.092
C -0.099 0.187 -0.352
N -1.117 0.073 0.553
C -2.071 0.943 0.612
H -1.134 -0.631 1.270
H -0.339 1.011 -0.896
C -3.070 2.037 0.947
*
```

---

(8)
ORCA calculation (ωB97M-V/def2-TZVPD) on a structure of composition C5H6N2.

For the LUMO energy, the calculation gives 0.8 eV. The value obtained for the HOMO energy is -8.42 eV. Its HOMO-LUMO gap is 9.26 eV. Its max |F| is 0.42 eV/A. The energy relative to the best compared isomer or geometry (same formula, charge and spin) is 63.9 kcal per mole. Its calculated total energy is -303.534197 Eh.

```
! wB97M-V def2-TZVPD RIJCOSX def2/J DEFGRID3
* xyz 0 1
H 0.433 -0.418 -1.570
C -1.512 -0.479 0.291
C 1.834 0.414 -0.210
H -2.109 -1.105 0.963
C 0.910 -0.732 -0.620
C 0.006 0.718 0.763
H -1.804 -0.670 -0.746
C -1.306 0.980 0.666
H 1.395 -1.700 -0.769
H -1.942 1.846 0.763
N 1.293 1.264 0.585
N -0.036 -0.675 0.489
H 2.837 0.559 -0.605
*
```

---

(9)
ORCA calculation (ωB97M-V/def2-TZVPD) on the molecule C5H6N2 in a non-equilibrium geometry.

For the LUMO energy, the calculation gives -0.1 eV. The value obtained for the HOMO energy is -7.91 eV. Its HOMO-LUMO gap is 7.76 eV. Its max |F| is 4.12 eV/A. The energy relative to the best compared isomer or geometry (same formula, charge and spin) is 116.9 kcal per mole. Its calculated total energy is -303.449756 Eh.

```
! wB97M-V def2-TZVPD RIJCOSX def2/J DEFGRID3
* xyz 0 1
H 2.907 -1.600 0.182
H -1.566 -0.866 0.448
C 0.932 -0.966 0.055
H -1.885 0.095 -1.050
N 0.538 2.463 0.148
H 0.453 -1.934 -0.028
C 0.947 1.337 -0.116
C 0.143 0.116 -0.054
H 1.234 3.161 -0.175
C 2.863 0.384 -0.022
N 2.278 -0.789 0.004
H -1.810 0.768 0.461
C -1.302 0.037 -0.041
*
```

---

(10)
ORCA calculation (ωB97M-V/def2-TZVPD) on a structure of composition C5H6N2 in a non-equilibrium geometry.

For the LUMO energy, the calculation gives 0.2 eV. The value obtained for the HOMO energy is -10.07 eV. Its HOMO-LUMO gap is 10.32 eV. Its max |F| is 5.45 eV/A. The energy relative to the best compared isomer or geometry (same formula, charge and spin) is 168.2 kcal per mole. Its calculated total energy is -303.368061 Eh.

```
! wB97M-V def2-TZVPD RIJCOSX def2/J DEFGRID3
* xyz 0 1
C 1.182 -0.685 -0.566
N 0.115 1.112 -0.767
N 0.241 -0.291 -1.330
H 2.170 1.131 0.307
C 1.584 0.022 0.762
C -0.937 1.281 -0.181
H -3.401 -1.770 -0.357
H 1.667 -1.652 -0.859
H -1.229 2.263 0.102
C -1.916 0.225 0.018
C -2.654 -0.748 0.171
H 0.923 0.046 1.650
H 2.256 -0.936 1.050
*
```

---

(11)
ORCA calculation (ωB97M-V/def2-TZVPD) on the molecule C5H6N2 in a non-equilibrium geometry.

For the LUMO energy, the calculation gives 0.8 eV. Its SMILES is N#C[C@H]1C[C@H]2CN21. The value obtained for the HOMO energy is -9.59 eV. Its HOMO-LUMO gap is 10.44 eV. Its max |F| is 4.39 eV/A. The energy relative to the best compared isomer or geometry (same formula, charge and spin) is 96.4 kcal per mole. Its calculated total energy is -303.482525 Eh.

```
! wB97M-V def2-TZVPD RIJCOSX def2/J DEFGRID3
* xyz 0 1
N 0.715 -0.363 0.889
H -0.171 -1.689 -1.506
C -0.304 -0.708 -1.041
H 1.818 1.409 0.799
H -0.911 -1.824 0.839
H -0.960 -0.093 -1.660
H -0.193 1.830 0.698
C -1.597 0.256 0.813
C 0.844 1.038 0.460
C 1.001 -0.075 -0.563
N -1.661 1.419 0.888
C -0.670 -0.830 0.457
H 1.950 -0.403 -1.017
*
```

---

(12)
ORCA calculation (ωB97M-V/def2-TZVPD) on the molecule C5H6N2 in a non-equilibrium geometry.

For the LUMO energy, the calculation gives 0.2 eV. Its SMILES is C=C[C@H](C#N)N=C. The value obtained for the HOMO energy is -9.80 eV. Its HOMO-LUMO gap is 10.01 eV. Its max |F| is 1.40 eV/A. The energy relative to the best compared isomer or geometry (same formula, charge and spin) is 82.7 kcal per mole. Its calculated total energy is -303.504227 Eh.

```
! wB97M-V def2-TZVPD RIJCOSX def2/J DEFGRID3
* xyz 0 1
H -2.031 1.185 0.555
C 0.901 0.492 -0.615
C 0.305 -0.910 -0.717
C -0.959 1.015 0.516
H -1.092 -2.150 0.263
H -1.842 -0.650 -0.423
H 0.912 -1.716 -1.122
C -0.925 -1.197 -0.220
H -0.486 0.702 1.457
C 1.723 0.557 0.650
N -0.323 1.262 -0.568
H 1.557 0.767 -1.452
N 2.261 0.643 1.674
*
```